67
Properties=species:S:1:pos:R:3:lowdin_charge:R:1 method="wB97M-V/def2-TZVPD" molar_mass_g_mol=608.957 e_homo_ev=-11.32 e_lumo_ev=-4.724 homo_lumo_gap_ev=6.595 total_charge=+1
C 6.5957 0.3653 0.2060 0.08
C 5.5700 -0.2856 0.2966 -0.13
C 4.1186 -0.8963 0.3423 -0.17
C 3.4044 -0.4921 -1.0437 -0.17
C 1.8702 -0.8675 -1.1104 -0.13
C 0.8330 0.1483 -0.4996 -0.27
C 1.3093 1.6503 -0.7258 -0.15
C 2.3199 2.2595 0.3254 -0.27
C 3.3803 3.2221 -0.3886 -0.53
Cl 3.6848 4.6344 0.7542 0.51
C 0.4049 0.1094 1.0329 -0.03
C 1.2102 -0.0538 2.3627 -0.53
Cl 1.6629 1.3778 3.4054 0.66
C 1.6241 -1.2735 2.8932 -0.63
C 1.3063 -2.6490 2.2225 -0.08
Cl 2.5695 -1.3292 4.4377 0.65
N -0.8999 0.3197 1.1229 -0.02
N -1.4231 0.3601 2.4397 0.10
C -1.5406 1.5459 2.8678 -0.68
S -1.7978 3.0615 3.3473 0.84
C -1.7460 0.4893 -0.1403 -0.40
C -3.0576 -0.3932 0.1379 -0.17
C -4.2516 0.3098 0.9109 -0.22
C -5.0426 -0.8610 1.6723 -0.15
F -5.4883 -1.8098 0.6821 -0.09
P -2.4616 2.2191 -0.4133 0.47
S -3.7968 2.3004 -1.8558 0.25
C -0.6391 -0.0983 -1.1623 -0.40
C -0.9552 -1.6510 -1.5075 -0.16
C -0.7808 -2.6805 -0.3220 -0.22
O -1.8363 -3.6835 -0.4769 -0.08
P -0.6162 0.5534 -2.9675 0.96
C -2.2236 0.0290 -3.8653 -0.27
O -0.6639 2.2508 -3.0397 -0.39
H 7.4470 1.0865 0.3182 0.06
H 3.6266 -0.4388 1.2439 0.08
H 4.1799 -2.0177 0.4185 0.12
H 3.6734 0.5586 -1.3385 0.10
H 3.9215 -1.1585 -1.8132 0.14
H 1.8020 -1.9295 -0.7021 0.10
H 1.6232 -0.9850 -2.2176 0.11
H 1.7665 1.7091 -1.7678 0.12
H 0.3993 2.3093 -0.7435 0.08
H 2.8953 1.5192 0.9471 0.07
H 1.7491 2.9099 1.0664 0.07
H 3.0098 3.5904 -1.3911 0.09
H 4.3671 2.6932 -0.5250 0.07
H 1.8269 -3.4513 2.8421 0.09
H 1.6869 -2.7777 1.1749 0.06
H 0.2011 -2.8550 2.3481 0.10
H -2.8395 -1.3430 0.7256 0.11
H -3.4659 -0.6680 -0.8882 0.12
H -5.0245 0.8054 0.2564 0.09
H -3.9651 1.0466 1.7117 0.08
H -5.9439 -0.4149 2.1994 0.13
H -4.3666 -1.4107 2.3859 0.12
H -3.0373 2.7865 0.7794 -0.03
H -1.4776 3.1965 -0.8120 0.00
H -0.2702 -1.9990 -2.3504 0.12
H -2.0042 -1.7964 -1.9000 0.11
H 0.1743 -3.2878 -0.3482 0.12
H -0.9450 -2.2429 0.7050 0.09
H -2.6304 -3.3946 0.0156 0.08
H -2.5816 0.9151 -4.4632 0.05
H -1.9704 -0.8546 -4.5269 0.05
H -2.9900 -0.2675 -3.0915 0.00
H -0.3074 2.5151 -3.9102 0.07

---

80
Properties=species:S:1:pos:R:3:lowdin_charge:R:1 method="wB97M-V/def2-TZVPD" molar_mass_g_mol=1030.179 e_homo_ev="-13.74 / -13.73" e_lumo_ev="-8.231 / -8.234" homo_lumo_gap_ev="5.505 / 5.497" total_charge=+2 e_above_lowest_kj_mol=64.5
Ir -0.6266 0.4068 0.1791 0.83
O 4.3486 -2.9330 0.0486 0.16
C 4.7056 -1.7090 -0.3034 -0.49
O 5.7572 -1.4641 -0.8185 0.12
C 3.7076 -0.6114 -0.0530 -0.01
C 3.9571 0.7386 -0.2598 -0.53
Cl 5.4003 1.4457 -0.7611 0.91
N 2.7838 1.4184 -0.0454 -0.01
N 1.8078 0.5498 0.2427 0.03
C 2.3352 -0.6543 0.2673 -0.10
C 1.4197 -1.7451 0.6542 -0.48
O 1.7827 -2.8977 0.7804 0.09
O 0.1774 -1.3745 0.8949 -0.36
C 2.4775 2.8188 -0.0516 -0.14
C 1.0136 3.0018 -0.2935 -0.47
C 0.3558 4.3407 -0.4875 -0.19
C 1.9517 5.7230 0.8615 -0.16
C 3.2009 5.2352 0.1054 -0.21
C 3.4007 3.7450 0.1855 0.08
H 3.4553 -2.9964 0.4387 0.07
H 0.9479 2.4286 -2.1786 0.15
H -1.1755 5.1661 -1.5725 0.14
H 2.0313 6.7744 1.1366 0.18
H 4.0853 5.7427 0.4855 0.17
H 4.4026 3.4285 0.4229 0.09
F -0.0418 6.5692 -0.1739 0.15
C 0.7230 5.5043 0.0392 -0.15
F 3.0546 5.6147 -1.2246 0.04
F 1.8312 4.9878 2.0326 0.04
S 0.1268 2.4147 1.3816 0.98
O 0.5854 2.1465 -1.3243 -0.10
O 1.1352 2.0416 2.3629 -0.46
N -0.8647 4.2465 -1.2542 -0.02
S -2.1345 3.4180 -0.5781 0.75
O -2.5401 3.9132 0.6901 -0.22
O -1.9390 1.9749 -0.6935 -0.48
C -3.4501 3.7508 -1.8720 -0.68
F -3.7224 5.0326 -1.9213 0.21
F -2.9952 3.3245 -3.0399 0.18
F -4.5071 3.0543 -1.5074 0.18
C -3.4661 0.0107 -2.7266 -0.21
Si -3.0674 -1.7924 -2.4267 0.54
C -4.5879 -2.8829 -2.3360 -0.18
C -1.5764 -2.4325 -3.3791 -0.21
Ge -1.9635 -1.6362 0.0467 0.80
Si -3.4612 -0.8755 2.1539 0.54
C -4.7798 -2.2161 2.1492 -0.19
C -4.0877 0.8023 1.6098 -0.20
C -2.2406 -0.9249 3.5721 -0.19
Si -1.1945 -4.1732 0.7342 0.61
C -0.0818 -4.5571 -0.7236 -0.17
C -2.8958 -4.9515 0.5095 -0.20
C -0.6537 -4.1998 2.5229 -0.17
H -3.5445 0.2041 -3.8001 0.06
H -2.6793 0.6418 -2.3271 -0.01
H -4.4140 0.3007 -2.2698 0.04
H -5.1016 -2.8291 -3.3007 0.06
H -5.2912 -2.5418 -1.5748 0.04
H -4.3542 -3.9306 -2.1488 0.02
H -1.6068 -2.0841 -4.4148 0.05
H -1.5424 -3.5222 -3.4028 0.03
H -0.6532 -2.0683 -2.9314 0.02
H -5.0183 -2.5805 1.1480 0.02
H -5.7038 -1.8273 2.5858 0.05
H -4.4690 -3.0683 2.7546 0.04
H -4.6673 0.7378 0.6862 0.04
H -3.2767 1.5107 1.4615 -0.01
H -4.7468 1.2094 2.3827 0.06
H -2.0588 -1.9487 3.9010 0.03
H -2.6141 -0.3636 4.4326 0.05
H -1.2888 -0.4861 3.2712 0.02
H -0.6723 -4.8927 -1.5757 0.04
H 0.6077 -5.3583 -0.4449 0.06
H 0.5298 -3.7075 -1.0256 0.02
H -3.3485 -4.6811 -0.4450 0.00
H -3.5803 -4.6719 1.3102 0.02
H -2.7956 -6.0413 0.5312 0.06
H -0.2731 -3.2318 2.8406 0.02
H 0.1626 -4.9150 2.6499 0.06
H -1.4779 -4.4982 3.1709 0.05

---

66
Properties=species:S:1:pos:R:3:lowdin_charge:R:1 method="wB97M-V/def2-TZVPD" molar_mass_g_mol=451.583 e_homo_ev=-9.95 e_lumo_ev=0.195 homo_lumo_gap_ev=10.147 e_above_lowest_kj_mol=1570.9
C 2.8669 2.2564 -0.9423 -0.06
C 2.9185 2.6735 0.4627 -0.32
N 2.9882 2.9911 1.5572 0.17
H 2.5134 3.0810 -1.5613 0.09
H 2.1850 1.4093 -1.0163 0.03
H 3.7715 1.7349 -1.2552 0.07
C 0.1166 0.4041 -0.3881 -0.18
C 0.5895 -0.1197 0.8725 -0.23
N 0.9733 -0.5443 1.8821 0.03
H -0.4527 -0.2137 -1.0827 0.04
H 1.0421 0.7497 -0.8486 0.05
H -0.6128 1.1623 -0.1030 0.06
C 0.3435 -2.6387 3.0866 -0.07
C -1.0942 -2.9549 3.2000 -0.33
N -2.1943 -3.2436 3.3733 0.17
H 0.5193 -1.9556 2.2556 -0.01
H 0.9114 -3.5551 2.9262 0.10
H 0.6175 -2.1699 4.0316 0.10
C -0.2612 -3.5776 -1.3180 -0.12
C 0.6207 -2.4252 -1.1664 -0.24
N 1.2423 -1.4841 -1.0690 0.20
H 0.0705 -4.2744 -0.5482 0.10
H -0.2697 -4.0912 -2.2794 0.11
H -1.2774 -3.2077 -1.1817 -0.02
C -1.5296 -0.6568 1.9279 -0.14
C -1.4517 -1.8640 1.1361 -0.25
N -1.3719 -2.8484 0.5638 0.18
H -1.1484 0.1459 1.2968 0.01
H -0.9509 -0.6939 2.8508 0.09
H -2.5312 -0.2937 2.1584 0.10
C -2.1325 -1.8953 -1.8304 -0.15
C -2.6291 -1.0252 -2.9503 -0.22
N -2.9864 -0.2488 -3.7642 0.14
H -1.0789 -1.6911 -1.6396 0.01
H -2.1311 -2.9518 -2.0985 0.09
H -2.6290 -1.7767 -0.8673 0.07
C 3.2045 -0.2719 2.4064 -0.07
C 4.0442 0.4031 1.3953 -0.24
N 4.7633 0.8889 0.6165 0.14
H 2.1675 0.0445 2.5188 -0.01
H 3.7970 -0.1478 3.3128 0.10
H 3.1194 -1.3377 2.1944 0.09
C -3.2829 2.6447 -0.0670 0.01
C -2.7166 1.2826 -0.2416 -0.17
N -2.2957 0.2098 -0.4036 0.14
H -3.3844 2.6089 1.0177 0.09
H -4.2141 2.7496 -0.6237 0.10
H -2.5730 3.4104 -0.3796 0.08
C -0.7610 2.6233 -2.0325 -0.08
C -0.0547 3.2017 -0.9331 -0.26
N 0.5185 3.6062 -0.0349 0.17
H -1.1140 3.3763 -2.7371 0.11
H -1.6249 2.2167 -1.5067 0.03
H -0.1072 1.8366 -2.4091 -0.09
C 0.6250 -1.4653 -4.0874 0.00
C 0.2503 -0.3106 -3.2613 -0.10
N 0.0150 0.6375 -2.5887 0.12
H -0.0601 -1.5101 -4.9340 0.10
H 0.6624 -2.3171 -3.4083 0.05
H 1.6259 -1.2444 -4.4582 0.10
C 0.7414 2.1906 2.2748 -0.13
C -0.5954 1.8760 2.6886 -0.26
N -1.6639 1.7083 3.0456 0.17
H 1.3475 1.3203 2.0228 0.02
H 1.1160 2.4689 3.2599 0.11
H 0.8920 3.0928 1.6820 0.02

---

no.,largest force on an atom (Eh/bohr)
1,0.06894
2,0.02880
3,0.24656